# C15H39Br9N6O2P2

C15H39Br9N6O2P2 as an isolated structure (ωB97M-V/def2-TZVPD, OMol25).

E = -678181.70941 eV
HOMO energy = -8.241 eV
2S+1 = 1
M = 1116.6 g/mol

Geometry as XYZ:
```
73
Properties=species:S:1:pos:R:3:lowdin_charge:R:1
O 24.90 -4.30 9.96 -0.32
P 24.41 -4.91 11.26 0.69
N 23.92 -6.58 11.22 -0.32
C 22.54 -7.00 11.01 -0.11
C 24.87 -7.51 10.67 -0.14
N 23.04 -4.04 11.88 -0.29
C 22.45 -4.26 13.17 -0.17
C 22.56 -2.77 11.11 -0.07
N 25.58 -4.83 12.60 -0.28
C 26.58 -3.80 12.67 -0.14
C 25.27 -5.35 13.92 -0.19
H 22.49 -8.03 10.67 0.08
H 22.08 -6.38 10.23 0.08
H 21.99 -6.91 11.95 0.07
H 25.86 -7.06 10.66 0.08
H 24.61 -7.86 9.67 0.08
H 24.77 -8.41 11.27 0.08
H 22.55 -3.39 13.82 0.00
H 21.39 -4.41 13.00 0.08
H 22.86 -5.12 13.71 0.06
H 21.57 -2.47 11.44 0.07
H 23.24 -2.00 11.48 0.04
H 22.66 -2.86 10.03 0.07
H 27.60 -4.18 12.73 0.09
H 26.40 -3.33 11.71 0.06
H 26.40 -2.96 13.34 0.08
H 26.22 -5.45 14.46 0.00
H 24.74 -6.30 13.96 0.08
H 24.66 -4.80 14.64 0.01
O 19.96 -8.03 21.91 -0.30
P 20.88 -7.33 22.84 0.61
N 20.25 -5.82 23.51 -0.29
C 19.51 -5.91 24.81 -0.10
C 19.82 -4.77 22.58 -0.12
N 22.28 -6.89 21.97 -0.30
C 23.25 -5.82 22.36 -0.13
C 22.88 -7.84 21.03 -0.12
N 21.54 -8.24 24.11 -0.33
C 21.17 -9.63 24.36 -0.10
C 22.44 -7.71 25.12 -0.11
H 18.43 -6.04 24.68 0.08
H 19.74 -5.03 25.42 0.08
H 19.99 -6.62 25.48 0.05
H 19.14 -4.07 23.08 0.08
H 19.09 -5.23 21.91 0.07
H 20.53 -4.29 21.91 0.03
H 23.62 -5.30 21.48 0.00
H 22.64 -5.24 23.06 0.06
H 24.08 -6.27 22.91 0.06
H 22.24 -7.94 20.16 0.07
H 23.84 -7.54 20.60 0.08
H 22.98 -8.83 21.48 0.07
H 20.92 -9.73 25.41 0.08
H 20.40 -9.85 23.62 0.08
H 22.11 -10.14 24.22 0.08
H 22.78 -8.24 26.01 0.09
H 21.98 -6.78 25.48 0.06
H 23.37 -7.42 24.63 0.06
C 28.40 -5.19 17.72 -1.56
Br 28.82 -3.54 16.80 0.57
Br 29.99 -6.24 18.28 0.53
Br 27.16 -6.40 16.77 0.58
H 27.81 -4.82 18.56 -0.11
C 24.08 -2.69 18.93 -1.45
Br 22.59 -3.07 20.14 0.60
Br 23.85 -3.69 17.19 0.51
Br 25.74 -3.39 19.75 0.57
H 24.12 -1.62 18.73 -0.09
C 24.17 0.54 15.24 -1.42
Br 23.78 0.75 17.16 0.57
Br 24.43 2.33 14.30 0.50
Br 22.88 -0.71 14.25 0.56
H 25.16 0.09 15.26 -0.04
```